No. 1
Molecular formula: C5H7I
Method: DFT, ωB97M-V with the def2-TZVPD basis set

Computed properties:
- Highest occupied orbital energy: -8.95 eV
- Largest force on an atom: 3.631 eV/A
- HOMO-LUMO gap: 9.6 eV
- SMILES string: CCC1(I)C=C1

Each line ends with the Löwdin charge.
Atoms and positions in Å:
C1 0.58 -1.73 -0.25  -0.172
C2 0.61 -0.40 0.47  -0.292
C3 -0.17 1.88 -0.76  -0.020
C4 -0.60 2.00 0.45  -0.115
C5 -0.56 0.54 0.01  -0.799
I1 -2.49 -0.39 -0.03  0.819
H1 -0.42 -2.13 -0.14  -0.020
H2 1.17 -2.41 0.29  0.042
H3 0.28 -0.65 1.56  0.132
H4 1.54 0.13 0.33  0.102
H5 -0.19 2.17 -1.84  0.116
H6 0.98 -1.73 -1.32  0.108
H7 -0.74 2.72 1.23  0.098


No. 2
Molecular formula: C5H7N2O
Method: DFT, ωB97M-V with the def2-TZVPD basis set

Computed properties:
- Highest occupied orbital energy: -12.65 eV
- Largest force on an atom: 5.265 eV/A
- Total charge: +1
- HOMO-LUMO gap: 5.9 eV

Each line ends with the Löwdin charge.
Atoms and positions in Å:
C1 -0.92 2.79 -0.25  0.141
C2 -0.49 2.98 0.88  -0.158
C3 0.44 1.01 1.14  -0.209
C4 -0.37 -2.42 -0.17  0.261
C5 0.57 -0.32 -0.85  -0.155
N1 0.20 0.83 -0.09  0.039
N2 0.16 2.16 1.74  0.044
O1 0.59 -1.56 -0.14  0.041
H1 0.99 0.14 1.80  0.200
H2 -0.08 -3.45 0.16  0.158
H3 -1.42 -2.14 -0.50  0.176
H4 -1.19 3.19 -1.21  0.051
H5 1.56 -0.37 -1.26  0.149
H6 0.01 -0.28 -1.70  0.111
H7 -0.03 2.19 2.72  0.150


No. 3
Molecular formula: C16H24As4F25MnO12Pt
Method: DFT, ωB97M-V with the def2-TZVPD basis set

Computed properties:
- Multiplicity: 8
- ⟨S²⟩: 15.755
- Highest occupied orbital energy (spin up / spin down): -7.29 / -8.56 eV
- Largest force on an atom: 2.448 eV/A
- Total charge: -1
- HOMO-LUMO gap (spin up / spin down): 6.4 / 6.4 eV

Each line ends with the Löwdin spin population.
Atoms and positions in Å:
Pt1 -3.06 -2.29 2.72  1.716
Mn1 -2.90 -0.56 -2.71  4.694
As1 -5.15 0.74 3.80  0.005
F1 -4.09 -0.52 2.92  0.070
F2 -5.14 1.68 2.40  0.005
F3 -6.09 1.85 4.70  0.000
F4 -5.06 -0.40 5.10  0.002
F5 -3.67 1.44 4.30  0.003
F6 -6.56 -0.06 3.25  0.002
As2 -0.15 0.67 -4.73  0.003
F7 -0.49 0.50 -6.39  0.002
F8 -1.81 0.03 -4.34  0.053
F9 0.03 0.82 -3.02  0.002
F10 1.43 1.28 -5.02  0.000
F11 -0.82 2.25 -4.81  0.001
F12 0.41 -0.95 -4.64  0.001
As3 -5.41 -2.26 -0.42  0.008
F13 -5.75 -0.63 -0.23  0.004
F14 -6.46 -2.66 0.87  0.001
F15 -5.00 -3.92 -0.59  0.004
F16 -4.15 -1.78 -1.58  0.049
F17 -4.04 -2.16 0.78  0.067
F18 -6.58 -2.42 -1.65  0.001
As4 -0.91 0.25 0.53  0.008
F19 -2.22 1.20 1.03  0.003
F20 -1.78 -0.26 -0.87  0.033
F21 0.38 -0.82 0.15  0.007
F22 -0.18 0.58 2.06  0.002
F23 -1.72 -1.18 1.36  0.078
F24 -0.06 1.53 -0.19  0.001
F25 -3.83 1.01 -2.19  0.120
C1 2.97 -3.42 0.09  0.000
C2 2.43 -3.47 1.51  0.000
C3 2.54 -2.19 2.30  0.000
O1 1.37 -2.27 3.14  0.000
C4 0.48 -3.00 2.51  0.001
O2 -0.67 -3.12 2.84  0.023
O3 1.00 -3.61 1.44  0.000
H1 4.04 -3.19 0.10  0.000
H2 2.43 -2.67 -0.49  0.000
H3 2.81 -4.40 -0.35  0.000
H4 2.88 -4.29 2.06  0.000
H5 2.44 -1.30 1.69  0.000
H6 3.47 -2.16 2.86  0.000
C5 3.03 5.42 -2.27  0.000
C6 3.04 4.40 -1.18  0.000
C7 2.21 3.12 -1.34  0.000
O4 3.18 2.09 -1.12  0.000
C8 4.39 2.58 -0.87  0.000
O5 5.39 1.95 -0.72  0.000
O6 4.37 3.94 -0.83  0.000
H7 3.81 6.17 -2.19  0.000
H8 2.07 5.94 -2.29  0.000
H9 3.06 5.04 -3.29  0.000
H10 2.79 4.88 -0.23  0.000
H11 1.74 3.12 -2.33  0.000
H12 1.37 2.97 -0.67  0.000
C9 2.22 3.28 2.85  0.000
C10 2.20 4.11 4.11  0.000
C11 2.95 5.45 4.06  0.000
O7 1.84 6.38 4.12  0.000
C12 0.83 5.78 4.79  0.000
O8 0.10 6.28 5.57  0.000
O9 0.87 4.45 4.54  0.000
H13 3.21 2.91 2.57  0.000
H14 2.05 3.90 1.96  0.000
H15 1.44 2.51 2.85  0.000
H16 2.50 3.45 4.93  0.000
H17 3.40 5.68 3.10  0.000
H18 3.52 5.56 4.97  0.000
C13 0.19 -5.86 -4.64  0.000
C14 -0.78 -5.33 -3.63  0.000
C15 -0.35 -5.37 -2.15  0.000
O10 -0.58 -4.05 -1.68  0.002
C16 -0.96 -3.26 -2.71  0.006
O11 -1.22 -2.11 -2.57  0.024
O12 -1.00 -3.94 -3.85  0.002
H19 -0.16 -5.68 -5.66  0.000
H20 0.61 -6.83 -4.41  0.000
H21 1.11 -5.26 -4.55  0.000
H22 -1.71 -5.90 -3.75  0.000
H23 0.73 -5.55 -2.16  0.000
H24 -0.82 -6.17 -1.60  0.000


No. 4
Molecular formula: C10H23NO4PS
Method: DFT, ωB97M-V with the def2-TZVPD basis set

Computed properties:
- Multiplicity: 2
- ⟨S²⟩: 0.754
- Highest occupied orbital energy (spin up / spin down): -8.26 / -9.05 eV
- Largest force on an atom: 0.463 eV/A
- HOMO-LUMO gap (spin up / spin down): 8.5 / 9.3 eV

Each line ends with the Löwdin spin population.
Atoms and positions in Å:
C1 -0.46 -3.49 -0.29  -0.002
C2 -0.45 -2.07 0.29  0.023
C3 -1.10 -2.18 1.68  0.005
C4 -1.19 -1.15 -0.69  0.017
C5 -0.93 0.36 -0.60  0.001
P1 -2.14 1.37 0.35  0.000
O1 -3.04 0.33 1.21  0.000
O2 -1.33 2.18 1.49  0.000
S1 -3.16 2.54 -0.75  0.000
C6 0.55 0.72 -0.37  0.016
C7 1.35 -0.18 0.58  0.023
C8 2.84 -0.03 0.29  -0.002
C9 1.16 0.22 2.05  0.005
N1 0.99 -1.62 0.34  0.388
O3 1.77 -2.23 -0.47  0.519
H1 -0.18 -3.51 -1.34  0.000
H2 0.23 -4.12 0.25  0.000
H3 -1.47 -3.89 -0.18  0.000
H4 -0.87 -3.15 2.11  0.000
H5 -2.18 -2.11 1.57  0.000
H6 -0.77 -1.44 2.40  0.001
H7 -0.86 -1.45 -1.69  0.001
H8 -2.26 -1.36 -0.64  0.002
H9 -1.17 0.74 -1.60  0.001
H10 -2.85 0.30 2.15  0.000
H11 -0.68 1.67 1.99  0.000
H12 0.63 1.75 -0.02  0.001
H13 1.05 0.71 -1.34  0.001
H14 3.16 0.96 0.61  0.000
H15 3.41 -0.78 0.83  0.000
H16 3.05 -0.14 -0.77  0.000
H17 1.48 1.26 2.17  0.000
H18 1.78 -0.40 2.70  0.001
H19 0.15 0.13 2.42  0.000
C10 0.56 3.18 -3.10  0.000
O4 1.15 3.55 -1.87  0.000
H20 1.28 2.54 -3.61  0.000
H21 -0.37 2.61 -2.96  0.000
H22 0.35 4.04 -3.74  0.000
H23 0.51 4.10 -1.39  0.000


Number 1: energy -13395.83169 eV. Number 2: energy -10312.73246 eV. Number 3: energy -387424.07202 eV. Number 4: energy -40547.15744 eV.